{
  "formula": "C25H23CoF10N4SSi",
  "method": "the ωB97M-V functional and the def2-TZVPD basis",
  "total_charge": 0,
  "multiplicity": 5,
  "lumo_energy_ha": [-0.00275, -0.10566],
  "s2": 6.0465,
  "e_homo_ha": [-0.257, -0.263],
  "symbols": ["Co", "C", "N", "C", "C", "N", "C", "C", "F", "C", "F", "C", "F", "C", "F", "C", "F", "C", "C", "N", "C", "C", "F", "C", "F", "C", "F", "C", "F", "C", "F", "H", "H", "H", "H", "H", "H", "H", "H", "H", "H", "H", "C", "Si", "C", "C", "C", "C", "C", "C", "N", "C", "S", "H", "H", "H", "H", "H", "H", "H", "H", "H", "H", "H", "H"],
  "xyz": [[-1.193348, 0.807684, 0.241446], [-3.503370, 2.927691, 1.325528], [-3.065364, 2.313541, 0.072625], [-2.570053, 3.318548, -0.861207], [-1.221622, 3.863613, -0.381102], [-0.537725, 2.824509, 0.347863], [0.686716, 3.051435, 0.855951], [1.687976, 3.915136, 0.357057], [1.453214, 4.679144, -0.704968], [2.960464, 3.933910, 0.882715], [3.882084, 4.711596, 0.331085], [3.295214, 3.139186, 1.969324], [4.514235, 3.164631, 2.454687], [2.323059, 2.330019, 2.553137], [2.619637, 1.606936, 3.616172], [1.063449, 2.323767, 2.019632], [0.096234, 1.653714, 2.623263], [-4.131186, 1.492441, -0.498993], [-4.097882, 0.127772, 0.151748], [-2.778365, -0.441821, -0.091868], [-2.735391, -1.809451, -0.127947], [-1.880061, -2.469291, -1.033766], [-1.202723, -1.725908, -1.920275], [-1.759357, -3.838098, -1.109801], [-0.927155, -4.392004, -2.000893], [-2.510320, -4.653228, -0.280890], [-2.386680, -5.985020, -0.331489], [-3.394095, -4.059163, 0.598579], [-4.134127, -4.825304, 1.408142], [-3.508312, -2.682091, 0.662010], [-4.352720, -2.187583, 1.591831], [-4.235006, 3.725110, 1.138249], [-2.655169, 3.349069, 1.866523], [-3.965409, 2.177688, 1.962900], [-3.278091, 4.149281, -0.982379], [-2.444225, 2.834127, -1.830195], [-1.369842, 4.718771, 0.288041], [-0.648690, 4.231129, -1.235033], [-3.937632, 1.364419, -1.564498], [-5.116350, 1.962006, -0.373307], [-4.881327, -0.487331, -0.300801], [-4.323777, 0.211268, 1.221176], [2.401934, -3.698184, 1.237076], [3.158090, -2.788885, -0.220537], [5.002003, -2.540761, 0.104487], [2.825436, -3.737988, -1.819238], [2.446758, -1.068329, -0.635641], [3.137219, -0.302612, -1.564805], [2.603144, 0.873624, -2.091929], [1.326120, 1.222403, -1.718600], [0.630371, 0.518784, -0.821601], [1.186030, -0.567511, -0.236934], [0.194827, -1.208533, 1.018707], [2.953167, -4.628023, 1.406348], [1.360022, -3.951364, 1.046186], [2.437890, -3.108294, 2.152677], [5.499096, -3.500726, 0.260334], [5.152402, -1.941435, 1.004837], [5.513621, -2.039188, -0.719014], [2.964689, -4.814021, -1.690614], [3.480966, -3.412184, -2.630077], [1.793850, -3.580675, -2.138593], [4.110257, -0.639217, -1.907970], [3.160899, 1.478971, -2.793080], [0.824275, 2.082308, -2.152290]],
  "forces_ev_per_angstrom": [[-0.91, -1.28, -0.02], [0.14, 0.02, 0.05], [0.05, 0.13, -0.11], [0.12, -0.07, 0.11], [-0.36, -0.02, -0.16], [0.65, 0.17, 0.18], [0.49, 0.31, 0.40], [-0.10, -0.09, 0.04], [0.02, 0.09, -0.19], [-0.04, 0.04, -0.05], [0.16, 0.09, -0.05], [-0.42, -0.09, -0.11], [0.32, 0.01, 0.13], [0.14, 0.15, -0.16], [0.04, -0.09, 0.23], [-0.45, -0.14, -0.42], [-0.05, -0.26, 0.26], [-0.22, -0.23, 0.01], [0.22, -0.07, -0.10], [0.22, 0.64, 0.04], [-0.06, -0.64, -0.10], [-0.37, 0.25, 0.06], [0.23, -0.01, 0.01], [0.05, -0.03, 0.02], [0.04, 0.01, -0.03], [-0.06, 0.08, 0.09], [-0.01, 0.00, -0.03], [0.02, -0.12, -0.11], [-0.01, 0.00, 0.04], [0.29, 0.26, -0.05], [0.04, 0.03, 0.01], [-0.01, -0.01, 0.00], [0.00, 0.00, -0.02], [0.02, -0.02, 0.01], [-0.01, 0.00, -0.06], [0.00, 0.00, 0.00], [0.09, 0.01, 0.03], [0.01, -0.02, 0.04], [0.00, 0.01, 0.00], [0.04, 0.10, -0.03], [-0.06, -0.01, 0.06], [-0.17, 0.01, -0.01], [0.10, 0.10, -0.16], [-0.10, 0.07, -0.10], [-0.16, -0.10, -0.09], [0.18, -0.09, 0.24], [0.10, -0.01, -0.13], [-0.08, -0.23, 0.20], [0.00, 0.17, -0.12], [0.08, -0.09, -0.07], [0.14, 0.23, -0.15], [-0.26, -0.03, 0.17], [-0.02, 0.56, 0.21], [0.05, 0.03, -0.05], [-0.03, 0.02, 0.00], [-0.01, 0.03, 0.00], [-0.02, -0.02, 0.00], [-0.03, 0.00, 0.01], [-0.02, -0.01, -0.01], [0.04, 0.00, 0.01], [-0.01, 0.05, 0.01], [-0.04, 0.03, 0.03], [0.02, 0.08, 0.00], [-0.06, -0.02, -0.05], [0.03, 0.02, 0.03]],
  "nbo_charge": [1.410, -0.425, -0.495, -0.223, -0.286, -0.405, -0.002, 0.349, -0.290, 0.259, -0.275, 0.336, -0.260, 0.252, -0.266, 0.419, -0.279, -0.210, -0.231, -0.850, 0.074, 0.354, -0.319, 0.259, -0.300, 0.243, -0.294, 0.272, -0.296, 0.272, -0.318, 0.182, 0.201, 0.223, 0.190, 0.212, 0.215, 0.237, 0.207, 0.180, 0.196, 0.175, -1.111, 1.621, -1.106, -1.108, -0.444, -0.154, -0.303, 0.038, -0.626, 0.062, -0.340, 0.233, 0.255, 0.248, 0.238, 0.238, 0.228, 0.237, 0.231, 0.251, 0.211, 0.221, 0.187]
}

---

{
  "formula": "C25H23N3O4S",
  "method": "the ωB97M-V functional and the def2-TZVPD basis",
  "total_charge": 0,
  "lumo_energy_ha": 0.00897,
  "e_homo_ha": -0.299,
  "smiles": "O=C(COC(=O)[C@H](Cc1c[nH]c2ccccc12)NC(=O)c1cccs1)NCc1ccccc1",
  "symbols": ["O", "C", "C", "O", "C", "O", "C", "C", "C", "C", "N", "C", "C", "C", "C", "C", "C", "N", "C", "O", "C", "C", "C", "C", "S", "N", "C", "C", "C", "C", "C", "C", "C", "H", "H", "H", "H", "H", "H", "H", "H", "H", "H", "H", "H", "H", "H", "H", "H", "H", "H", "H", "H", "H", "H", "H"],
  "xyz": [[-5.477456, -1.049156, 0.519928], [-4.484467, -0.971500, -0.173509], [-3.908635, -2.196178, -0.904072], [-2.508929, -2.310598, -0.654453], [-1.671063, -2.166281, -1.676340], [-1.996405, -2.025193, -2.824796], [-0.207221, -2.316791, -1.238149], [-0.024319, -2.410263, 0.289146], [1.430307, -2.458304, 0.624473], [2.228285, -3.562989, 0.699987], [3.523612, -3.194918, 0.946363], [3.590293, -1.834482, 1.032782], [4.673709, -0.992978, 1.252963], [4.432653, 0.363434, 1.279880], [3.143614, 0.875813, 1.106559], [2.065630, 0.048239, 0.891567], [2.282179, -1.328976, 0.837781], [0.536593, -1.197344, -1.778091], [0.050537, 0.056632, -1.666323], [-1.100181, 0.275327, -1.312859], [0.975992, 1.145544, -1.978438], [0.703749, 2.479149, -1.831400], [1.805163, 3.299796, -2.133704], [2.901295, 2.584684, -2.504088], [2.614199, 0.895895, -2.491879], [-3.797507, 0.151066, -0.412288], [-4.010420, 1.378736, 0.324284], [-2.730593, 1.781480, 1.007126], [-2.136379, 3.010332, 0.762407], [-0.932490, 3.340632, 1.362319], [-0.309396, 2.441776, 2.209292], [-0.896473, 1.211392, 2.458596], [-2.098732, 0.884118, 1.860414], [-4.082408, -2.107501, -1.982309], [-4.391810, -3.096753, -0.518100], [0.174093, -3.225626, -1.718025], [-0.483518, -1.533313, 0.746903], [-0.535079, -3.301933, 0.652138], [1.962774, -4.598412, 0.601632], [4.296140, -3.827158, 1.066432], [5.667485, -1.390242, 1.398376], [5.252545, 1.046531, 1.444842], [2.994700, 1.945215, 1.141834], [1.073316, 0.456635, 0.773090], [1.515233, -1.335148, -1.975012], [-0.256640, 2.833863, -1.504333], [1.786573, 4.373207, -2.078237], [3.868844, 2.948652, -2.788585], [-2.931855, 0.114804, -0.937482], [-4.806108, 1.184833, 1.051141], [-4.341834, 2.166218, -0.360981], [-2.618402, 3.713555, 0.097447], [-0.476944, 4.300400, 1.163411], [0.633212, 2.693818, 2.672783], [-0.410188, 0.506384, 3.117857], [-2.557297, -0.076141, 2.049687]],
  "forces_ev_per_angstrom": [[-0.31, -0.12, 0.20], [0.30, -0.48, -0.36], [-0.55, -0.05, -0.11], [-0.06, -0.06, 0.44], [0.33, -0.28, -0.70], [-0.01, -0.05, 0.12], [-0.31, 0.20, 0.25], [0.19, -0.14, -0.24], [-0.09, -0.31, 0.02], [-0.38, 0.06, -0.04], [0.35, -0.29, 0.04], [-0.26, 0.50, -0.04], [0.14, 0.02, 0.02], [0.14, -0.07, 0.03], [-0.17, 0.18, 0.04], [0.06, -0.02, 0.07], [0.47, -0.18, 0.12], [0.01, -0.20, -0.14], [0.06, -0.11, -0.16], [0.02, 0.14, 0.16], [0.54, 0.47, -0.24], [-0.12, -0.53, -0.01], [0.20, 0.07, -0.04], [0.04, -0.39, -0.01], [-0.39, 0.47, 0.06], [0.24, 0.39, -0.13], [-0.20, 0.01, 0.01], [0.01, 0.13, 0.01], [-0.14, -0.08, 0.03], [0.11, 0.08, 0.06], [0.10, 0.10, 0.00], [-0.05, -0.09, 0.06], [-0.01, 0.06, 0.04], [0.01, -0.03, 0.20], [0.07, 0.21, -0.02], [-0.10, 0.12, 0.07], [-0.10, -0.04, 0.03], [-0.07, 0.06, 0.05], [-0.04, -0.19, -0.01], [-0.10, 0.07, -0.01], [0.12, -0.01, 0.01], [0.08, 0.04, 0.02], [-0.03, 0.11, -0.01], [-0.08, 0.06, -0.01], [-0.09, -0.02, 0.07], [-0.19, 0.00, 0.08], [0.03, 0.18, -0.01], [0.18, 0.12, -0.06], [-0.04, -0.16, 0.02], [0.07, 0.08, -0.14], [-0.02, -0.01, 0.16], [-0.06, 0.05, -0.09], [0.04, 0.08, -0.01], [0.08, 0.03, 0.04], [0.03, -0.06, 0.06], [-0.04, -0.13, 0.01]],
  "nbo_charge": [-0.627, 0.651, -0.174, -0.510, 0.824, -0.596, -0.133, -0.423, -0.107, -0.023, -0.541, 0.201, -0.264, -0.215, -0.248, -0.148, -0.144, -0.588, 0.673, -0.666, -0.318, -0.188, -0.254, -0.385, 0.448, -0.617, -0.246, -0.038, -0.209, -0.213, -0.229, -0.219, -0.158, 0.231, 0.214, 0.231, 0.235, 0.231, 0.211, 0.412, 0.212, 0.212, 0.213, 0.214, 0.411, 0.247, 0.228, 0.240, 0.440, 0.242, 0.198, 0.209, 0.211, 0.215, 0.216, 0.210]
}

---

The ΔE to the lowest compared entry with this formula, charge and spin results, record by record, are as follows: 0.0, 23.0 kJ/mol.